Record 1
This record from OMol25 describes a cluster of 4 separate species, C16H38Br3NO9P2 in total in a non-equilibrium geometry. The level of theory is ωB97M-V with the def2-TZVPD basis set.

Geometry as XYZ:
```
69
Properties=species:S:1:pos:R:3:forces:R:3
C 2.186036 -5.970131 -1.347130 2.26 1.52 -1.20
H -1.384624 2.882139 -5.180080 0.23 -0.15 -0.18
H -1.630214 4.461849 -5.888930 -0.20 0.03 -0.36
H -4.569654 3.484619 -11.026080 -0.21 0.62 0.03
H -0.583184 -7.513321 -0.736420 0.12 -0.31 0.07
C 2.164506 -1.478921 6.270780 1.52 -1.16 1.78
H -3.971504 2.896089 -4.599450 0.24 -0.14 -0.23
H 1.876386 -1.142341 11.383050 0.08 0.02 0.31
H -2.285884 2.013759 -11.208360 -0.51 0.46 -0.78
Br -0.293234 1.029969 0.601470 0.46 0.45 -0.04
H 2.749906 -6.910351 -1.448270 -0.47 -0.32 0.35
H -1.161474 -2.919031 8.125800 -0.05 0.23 -0.18
H 4.490236 -0.336101 11.294510 -0.42 -0.60 -0.51
C -0.443294 -3.116561 8.921600 -0.50 -0.60 0.16
H 1.660266 0.371569 -0.607520 0.58 0.49 0.01
Br 1.625286 2.796649 -1.389800 -0.11 -0.77 0.71
O 2.830186 -4.930371 -1.501470 -0.79 -0.55 0.54
C -0.049734 -4.908471 -1.345560 1.43 -0.47 -1.08
C 2.256266 -0.251161 10.883460 -0.24 -0.40 -0.43
H 0.720716 -2.102351 4.935360 -0.46 -0.21 -0.15
C 0.068386 6.390639 -8.385570 1.08 -1.01 0.19
C -3.258134 3.718549 -4.652190 0.40 0.32 -0.39
C -2.484774 2.950019 -10.686870 -0.31 2.51 -1.21
C -2.124074 3.514929 -5.670890 -0.03 -0.28 1.95
H -0.121514 6.513079 -7.319250 0.21 0.17 -0.03
H 0.609836 -4.062311 -1.538120 -0.17 0.21 0.49
H -3.403594 4.176679 -12.197190 -0.28 -0.23 -0.28
O -0.107544 0.167659 8.982960 1.66 -2.23 -0.49
P 0.970566 -0.808871 8.595410 0.56 0.88 0.31
H -0.566424 -5.049161 -2.294950 -0.39 -0.07 0.09
H -1.659144 3.649059 -10.820170 0.95 -0.71 0.51
H 0.911896 -8.292051 -1.358520 0.33 0.44 0.53
O -2.712274 2.545649 -9.382250 -0.33 0.12 3.26
H -0.076314 -4.124691 8.728990 -0.70 -0.49 0.76
H -0.598914 7.039529 -8.952800 -0.32 -0.51 -0.04
O -1.281954 4.459839 -8.397360 -0.95 -3.18 0.82
P -1.703704 2.820319 -8.169290 1.23 0.92 -0.11
H -2.775074 3.796309 -3.678170 -0.21 0.26 0.11
H 0.774516 -3.177641 6.325380 0.62 -0.10 0.01
H 2.849226 -2.043931 6.903250 0.31 0.42 0.75
H 3.554576 0.232399 12.585860 -0.65 -0.37 0.16
C -3.606374 3.980839 -11.144270 0.80 -2.05 -0.67
O -2.625014 2.839329 -6.794660 0.63 0.07 -3.55
H 1.475176 0.508699 10.908280 0.18 0.14 0.33
C 0.030166 4.888109 -8.775100 -1.10 1.84 -0.94
H 2.111926 -3.088131 5.012410 -0.21 -0.78 0.29
C 1.513036 1.321269 -0.093240 -0.10 -0.07 0.19
O 2.382576 -0.637161 9.480630 -1.42 -0.03 -1.55
O 1.375616 -0.582181 7.028770 -0.58 0.20 2.10
H 1.072936 6.702189 -8.671770 0.17 0.36 0.44
H -3.491034 4.970689 -10.702690 -0.17 -0.43 0.70
H 0.848786 4.237349 -8.467750 -0.22 0.17 0.53
H -3.810274 4.628529 -4.887090 -0.06 -0.01 0.18
O 0.762566 -2.444651 8.716810 1.49 3.35 -0.15
C -1.123464 -2.760221 10.241480 -0.81 0.44 -0.69
C 3.569526 0.211369 11.496160 0.76 0.71 0.37
C 1.388976 -2.580891 5.651270 -0.74 1.13 -2.15
H -0.763964 -4.735871 -0.540460 0.35 -0.28 0.13
H -0.204804 -7.595121 -2.434080 0.07 0.77 -0.31
H 0.050676 4.960329 -9.862510 0.14 -0.65 -0.28
H 3.859136 1.243859 11.300760 -0.44 0.14 -0.63
O -0.564244 1.858739 -8.173410 -1.18 1.50 0.35
H -1.543364 -1.764531 10.098730 0.25 0.30 0.00
N 0.873846 -6.067711 -1.196900 -2.72 -2.19 -0.31
H -2.040444 -3.343361 10.326290 0.24 -0.49 0.39
H 2.863046 -0.907131 5.659880 -0.69 0.11 -0.56
H -0.547934 -2.698201 11.165070 0.23 -0.60 -0.25
C 0.237596 -7.440551 -1.449960 -0.02 1.25 0.69
Br 2.852786 1.520899 1.352130 -0.83 -0.12 -0.88
```
Positions in Å, forces in eV/Å.

Calculated values
- 2S+1: 1
- Frontier orbital gap: 9.288 eV
- ΔE to the lowest compared entry with this formula, charge and spin: 3.178 eV
- SMILES: CCOP(=O)(OCC)OCC.CCOP(=O)(OCC)OCC.BrC(Br)Br.CN(C)C=O
- Total energy: -265833.259 eV

Record 2
This record from OMol25 describes a structure of composition C3H2FNO2 in a non-equilibrium geometry. The level of theory is ωB97M-V with the def2-TZVPD basis set.

Geometry as XYZ:
```
9
Properties=species:S:1:pos:R:3:forces:R:3
F 0.875230 1.927101 1.562943 0.61 -1.15 0.35
C 0.866691 -0.668703 -0.525377 -3.64 -0.22 -0.44
O -1.632609 -0.779659 -0.988467 -1.58 1.90 1.90
C 0.515408 0.793517 0.947349 7.08 3.43 1.04
O 1.585305 0.132641 0.311271 -2.32 1.10 1.72
N -0.630473 0.621755 0.644127 -4.27 -2.84 -2.76
H -2.381112 -0.175132 -0.518780 2.52 -2.19 -1.71
H 1.290373 -1.466089 -1.069115 0.77 -0.34 -0.39
C -0.488814 -0.385430 -0.363953 0.81 0.31 0.29
```
Positions in Å, forces in eV/Å.

Calculated values
- 2S+1: 1
- Frontier orbital gap: 9.645 eV
- ΔE to the lowest compared entry with this formula, charge and spin: 1.042 eV
- Total energy: -11444.082 eV

Record 3
This record from OMol25 describes a structure of composition FHN2O3 in a non-equilibrium geometry. The level of theory is ωB97M-V with the def2-TZVPD basis set.

Geometry as XYZ:
```
7
Properties=species:S:1:pos:R:3:forces:R:3
O -2.177298 -0.416898 1.025274 0.60 0.80 -1.31
N -2.536920 -1.482874 1.247924 -1.75 1.04 4.80
N 0.823887 -0.306382 1.083296 0.54 -0.18 1.85
F -2.979634 -1.512071 2.816679 0.60 0.32 -1.04
O -2.816479 -2.508326 0.876062 0.15 -2.27 -2.45
O 1.454974 -0.383358 0.080774 -0.80 0.18 -0.69
H -0.216921 -0.108104 0.996615 0.66 0.11 -1.17
```
Positions in Å, forces in eV/Å.

Calculated values
- 2S+1: 1
- Frontier orbital gap: 8.600 eV
- ΔE to the lowest compared entry with this formula, charge and spin: 2.238 eV
- Total energy: -11848.507 eV